A 2-piece molecular cluster, C34H34BF3O2 overall at a distorted geometry. Source: the OMol25 dataset; level of theory: ωB97M-V/def2-TZVPD.

Output
ΔE to the lowest compared entry with this formula, charge and spin: 3.696 eV
Multiplicity: 1
Lowest unoccupied orbital energy: -1.85 eV
Total charge: 0
Molar mass: 542.45 g mol⁻¹
E: -48732.22861 eV

Positions of all 74 atoms, in Å:
1 C -3.40368 -2.63611 -1.28788
2 C -2.85002 -1.30882 -0.71471
3 C -3.48088 -0.10990 -1.43134
4 C -2.87691 -1.21419 0.88591
5 C -3.95009 -0.25800 1.38853
6 C -2.98351 -2.62480 1.53969
7 O -1.58361 -0.60906 1.24368
8 B -0.74082 -0.68691 0.13830
9 C 0.83419 -1.44906 0.31647
10 C 1.66840 -1.55060 -0.93814
11 C 3.04011 -1.74043 -0.94203
12 C 3.75024 -1.62399 0.25239
13 C 5.26532 -1.75996 0.27181
14 F 5.88085 -0.85148 1.11463
15 F 5.59428 -3.00751 0.70677
16 F 5.86228 -1.60557 -0.95935
17 C 3.07602 -1.35291 1.43624
18 C 1.72843 -1.03299 1.38117
19 C 0.39876 -2.85792 1.09006
20 C 0.17734 -3.97514 0.11672
21 O -1.43013 -1.19623 -0.98070
22 H -4.48952 -2.60805 -1.24936
23 H -3.09682 -2.76683 -2.33547
24 H -3.04083 -3.56444 -0.84141
25 H -4.57509 -0.00520 -1.42271
26 H -3.07362 0.87582 -1.10561
27 H -3.20519 -0.14901 -2.49627
28 H -4.79472 -0.21528 0.67449
29 H -4.31498 -0.64082 2.35048
30 H -3.54456 0.75115 1.52637
31 H -4.05606 -2.85107 1.61612
32 H -2.49565 -3.42428 0.94192
33 H -2.51148 -2.74679 2.52380
34 H 1.24617 -1.56605 -1.94927
35 H 3.65393 -2.00589 -1.82176
36 H 3.65418 -1.39066 2.36537
37 H 1.23091 -0.71881 2.29257
38 H 1.20568 -3.14257 1.76174
39 H -0.51042 -2.76016 1.73255
40 H 0.19824 -4.87821 0.69854
41 H -0.76511 -4.03836 -0.43315
42 H 1.01425 -3.99686 -0.55012
43 C 0.23043 1.39833 0.10511
44 C -0.45092 2.14589 1.19700
45 C -1.82112 2.48680 1.10465
46 C -2.43815 3.30255 2.05588
47 C -1.72346 3.87996 3.09570
48 C -0.36292 3.57638 3.18932
49 C 0.26020 2.77426 2.23680
50 C 1.72001 1.45778 0.02058
51 C 2.09020 1.45053 -1.38329
52 C 3.39407 1.51596 -1.86892
53 C 4.43065 1.58397 -0.95464
54 C 4.12798 1.70906 0.40321
55 C 2.81143 1.66500 0.90287
56 C 0.89213 1.57956 -2.18864
57 C -0.21593 1.71915 -1.30476
58 C -1.22864 2.51117 -1.84883
59 C -1.26374 2.80959 -3.23059
60 C -0.26732 2.36735 -4.09566
61 C 0.85373 1.77474 -3.55945
62 H -2.46153 2.08171 0.32317
63 H -3.52142 3.40997 2.05880
64 H -2.17898 4.52632 3.83907
65 H 0.24566 3.94155 3.99728
66 H 1.31918 2.58403 2.33252
67 H 3.52767 1.58670 -2.93743
68 H 5.47326 1.67174 -1.30740
69 H 4.95114 1.82161 1.12873
70 H 2.73865 1.70980 1.99639
71 H -2.06536 2.89590 -1.27678
72 H -2.12210 3.34977 -3.63378
73 H -0.35425 2.53516 -5.15980
74 H 1.70358 1.47165 -4.14415

C23H25AsIN2O2Pt as an isolated structure at a distorted geometry. Source: the OMol25 dataset; level of theory: ωB97M-V/def2-TZVPD.

Output
ΔE to the lowest compared entry with this formula, charge and spin: 0.962 eV
Multiplicity: 1
Lowest unoccupied orbital energy: -4.03 eV
Total charge: +1
Molar mass: 758.37 g mol⁻¹
E: -103511.83158 eV

Positions of all 55 atoms, in Å:
1 Pt -0.05117 -1.05797 -0.34245
2 C 4.36443 -0.92406 -1.73358
3 C 4.13494 -1.20967 -0.28323
4 N 5.15724 -1.22742 0.53676
5 C 4.96843 -1.50364 1.84080
6 C 3.74930 -1.80209 2.38847
7 C 3.63744 -2.11366 3.85957
8 O 2.65805 -1.31502 4.52561
9 C 2.61748 -1.78306 1.53258
10 C 1.33139 -2.10361 2.09407
11 N 0.16739 -1.90192 1.56234
12 C -0.98343 -2.03621 2.40637
13 C -0.89401 -1.89146 3.79216
14 C -2.02515 -1.99290 4.58541
15 C -3.27253 -2.21054 4.02045
16 C -3.38953 -2.30386 2.64299
17 C -2.25070 -2.20762 1.86549
18 I -2.41376 -2.25016 -0.21393
19 C 2.80945 -1.46183 0.17958
20 O 1.84846 -1.48917 -0.71145
21 H 5.42936 -0.80192 -1.90949
22 H 3.83963 -0.01471 -2.03444
23 H 3.97791 -1.73199 -2.35566
24 H 5.85482 -1.47435 2.46413
25 H 4.61696 -1.99917 4.32639
26 H 3.33339 -3.15040 4.01632
27 H 3.01907 -0.43254 4.65942
28 H 1.35221 -2.50252 3.09944
29 H 0.05660 -1.66687 4.25832
30 H -1.92791 -1.87890 5.65636
31 H -4.15483 -2.27898 4.64120
32 H -4.35818 -2.44121 2.18214
33 C 1.08291 1.87935 -2.22509
34 As -0.48414 0.90206 -1.65987
35 C -1.41469 2.14096 -0.50828
36 C -1.53022 0.76845 -3.31722
37 C -2.43553 1.94563 -3.51805
38 C -3.70445 1.96587 -2.94422
39 C -4.52535 3.07382 -3.08526
40 C -4.08552 4.17914 -3.80141
41 C -2.82588 4.16552 -4.38221
42 C -2.00671 3.05407 -4.24254
43 H 0.78738 2.78703 -2.74987
44 H 1.67157 1.24155 -2.88160
45 H 1.67529 2.14300 -1.35060
46 H -1.66845 3.03327 -1.07845
47 H -0.75136 2.39297 0.31718
48 H -2.32196 1.68484 -0.11798
49 H -2.07456 -0.17421 -3.28508
50 H -0.78324 0.69686 -4.10866
51 H -4.05679 1.10182 -2.39032
52 H -5.51231 3.07321 -2.64176
53 H -4.72674 5.04268 -3.91508
54 H -2.48274 5.01757 -4.95387
55 H -1.02925 3.04393 -4.71189